# 1
The following is a DFT calculation (the ωB97M-V functional and the def2-TZVPD basis) of an isolated molecule of C16H24N2.

```
42
Properties=species:S:1:pos:R:3:forces:R:3:lowdin_charge:R:1
C 0.957 5.229 -2.759 0.03 -0.11 0.07 -0.09
C 1.221 3.783 -2.495 -0.04 0.05 -0.08 -0.13
C 1.822 3.260 -1.433 0.07 -0.16 -0.04 -0.31
C 2.337 4.045 -0.263 -0.05 0.08 -0.11 -0.05
C 2.065 1.777 -1.328 -0.07 0.01 -0.07 -0.18
N 1.472 1.238 -0.114 0.02 -0.10 -0.09 -0.18
C 1.890 -0.125 0.152 0.06 -0.11 0.28 -0.17
C 1.337 -0.578 1.508 0.32 -0.12 -0.26 -0.15
N -0.109 -0.502 1.526 0.06 0.25 0.27 -0.10
C -0.859 -1.591 1.097 -0.30 -0.26 -0.03 -0.23
C -0.536 -2.878 1.547 0.11 -0.01 -0.02 -0.02
C -1.294 -3.973 1.193 -0.03 0.09 -0.09 -0.05
C -2.418 -3.845 0.384 -0.09 0.04 -0.07 -0.30
C -3.235 -5.047 0.015 0.04 0.00 0.06 -0.06
C -2.753 -2.573 -0.049 0.01 -0.24 0.06 -0.05
C -1.994 -1.468 0.292 0.16 0.25 0.05 -0.03
C -0.521 0.848 1.213 -0.12 0.13 -0.26 -0.15
C 0.023 1.314 -0.140 -0.16 0.08 0.28 -0.16
H 1.322 5.864 -1.958 0.01 0.12 0.04 0.06
H 1.444 5.529 -3.687 0.00 0.10 -0.06 0.07
H -0.113 5.398 -2.883 -0.05 0.10 -0.03 0.07
H 0.884 3.119 -3.283 0.00 -0.21 -0.02 0.10
H 2.361 3.401 0.612 0.01 0.04 0.10 0.07
H 1.712 4.908 -0.048 0.01 0.11 0.07 0.07
H 3.350 4.397 -0.460 0.11 0.06 0.05 0.09
H 3.145 1.603 -1.267 -0.01 -0.06 -0.03 0.13
H 1.687 1.262 -2.230 0.06 0.04 0.04 0.12
H 2.983 -0.158 0.173 -0.01 -0.03 -0.03 0.12
H 1.535 -0.822 -0.632 0.05 0.03 0.03 0.13
H 1.673 -1.592 1.713 -0.01 0.06 0.05 0.11
H 1.721 0.087 2.289 0.06 -0.08 -0.03 0.13
H 0.310 -3.022 2.203 0.05 0.02 0.07 0.10
H -1.013 -4.950 1.560 0.04 -0.09 0.05 0.11
H -4.023 -4.780 -0.685 -0.07 -0.04 -0.05 0.07
H -2.607 -5.811 -0.443 -0.04 -0.08 -0.05 0.08
H -3.694 -5.482 0.902 -0.08 -0.08 0.00 0.08
H -3.622 -2.435 -0.677 -0.08 0.00 -0.05 0.11
H -2.299 -0.506 -0.089 0.03 0.09 -0.02 0.09
H -0.105 1.498 1.991 -0.08 0.03 -0.07 0.13
H -1.607 0.927 1.250 0.03 0.02 0.03 0.12
H -0.394 0.686 -0.949 0.01 0.06 0.00 0.13
H -0.266 2.351 -0.324 -0.07 -0.06 -0.02 0.12
```
Forces are in eV/Å.

Values from the calculation:
- energy relative to the best compared isomer or geometry (same formula, charge and spin) (kcal/mol) = 23.9
- gap between HOMO and LUMO (hartree) = 0.3042
- structure (SMILES) = C/C=C(\C)CN1CCN(c2ccc(C)cc2)CC1

---

# 2
The following is a DFT calculation (the ωB97M-V functional and the def2-TZVPD basis) of a cluster of 2 separate species, C12H12 in total.

```
24
Properties=species:S:1:pos:R:3:forces:R:3:lowdin_charge:R:1
C 3.867 1.137 0.088 -0.96 -0.85 0.49 -0.09
C 2.534 1.103 0.521 -0.27 2.33 -0.44 -0.10
C 1.714 -0.028 0.379 -3.30 3.94 1.34 -0.13
C 2.170 -1.204 -0.044 1.15 0.15 -0.54 -0.11
C 3.504 -1.228 -0.431 -0.43 -1.20 -0.17 -0.09
C 4.301 -0.098 -0.394 2.31 0.09 -0.22 -0.11
H 4.549 2.020 0.135 -0.91 -0.87 -0.03 0.12
H 2.055 2.093 0.790 0.50 -1.38 -0.03 0.11
H 0.569 0.194 0.540 2.92 -0.59 -0.09 0.09
H 1.475 -1.989 -0.156 -0.27 -1.19 -0.19 0.10
H 3.762 -2.224 -0.774 1.06 0.35 -0.23 0.10
H 5.381 -0.117 -0.690 -1.11 -0.46 0.03 0.11
C -3.893 -0.950 -0.116 -0.02 -3.27 1.16 -0.12
C -4.252 0.286 -0.394 0.89 3.50 -1.62 -0.09
C -3.234 1.320 -0.432 -5.52 -1.07 0.30 -0.11
C -2.057 1.037 0.055 4.61 1.20 1.62 -0.13
C -1.785 -0.224 0.671 1.78 -1.50 -1.95 -0.08
C -2.688 -1.270 0.559 -0.99 3.82 -1.45 -0.06
H -4.567 -1.706 -0.481 -0.26 -0.64 0.64 0.10
H -5.239 0.532 -0.782 0.19 -0.21 -0.06 0.11
H -3.688 2.248 -0.698 0.79 0.94 -0.41 0.10
H -1.296 1.912 0.031 -0.88 -1.92 0.17 0.14
H -0.718 -0.649 0.680 -1.79 1.21 1.15 0.09
H -2.463 -2.191 0.940 0.50 -2.37 0.53 0.07
```
Forces are in eV/Å.

Values from the calculation:
- energy relative to the best compared isomer or geometry (same formula, charge and spin) (kcal/mol) = 64.0
- gap between HOMO and LUMO (hartree) = 0.3728
- structure (SMILES) = c1ccccc1.c1ccccc1

---

# 3
The following is a DFT calculation (the ωB97M-V functional and the def2-TZVPD basis) of the ion C20H32N3O2 with charge +1.

```
57
Properties=species:S:1:pos:R:3:forces:R:3:lowdin_charge:R:1
C 0.920 0.706 2.538 0.45 -0.39 0.06 -0.01
N -0.150 1.546 1.973 0.08 0.17 -0.19 -0.16
C -0.360 2.707 2.844 -0.16 0.48 0.27 -0.01
C -1.381 0.767 1.525 -0.36 -0.21 0.05 -0.37
C -0.937 0.241 0.137 0.06 0.01 0.15 -0.11
N -0.188 1.307 -0.536 -0.28 0.21 -0.49 -0.05
C 0.888 0.826 -1.403 0.13 0.15 -0.23 -0.14
C 1.134 1.832 -2.544 0.53 -0.44 0.19 -0.33
O -0.050 1.979 -3.289 -0.34 0.03 -0.26 -0.01
C 2.321 1.442 -3.450 -0.19 0.59 0.41 -0.12
O 2.150 0.165 -4.030 0.03 -0.41 -0.21 -0.03
C 2.375 -0.931 -3.237 -0.11 -0.36 0.14 -0.29
C 1.510 -2.014 -3.394 0.16 0.32 -0.11 0.00
C 1.521 -3.048 -2.478 0.14 0.00 0.10 -0.02
C 2.415 -3.034 -1.416 0.24 -0.02 -0.36 -0.25
C 2.230 -3.952 -0.227 0.36 -0.30 -0.53 -0.10
C 1.536 -3.102 0.703 -0.40 0.18 0.72 -0.17
N 0.998 -2.313 1.336 -0.12 -0.08 0.24 0.19
C 3.381 -2.038 -1.361 -0.15 -0.18 -0.07 -0.03
C 3.372 -0.997 -2.268 0.00 0.21 -0.28 -0.01
C -1.731 -0.362 2.494 0.02 -0.11 -0.18 -0.13
C -3.011 -1.087 2.073 -0.08 0.21 0.21 -0.17
C -4.183 -0.120 1.959 0.07 -0.13 -0.29 -0.19
C -3.854 0.987 0.965 0.00 0.03 0.26 -0.18
C -2.578 1.719 1.389 -0.01 -0.13 -0.20 -0.13
H 1.058 -0.205 1.960 -0.10 0.09 0.02 0.05
H 1.853 1.268 2.532 -0.05 0.12 -0.01 0.11
H 0.684 0.436 3.565 -0.07 0.01 -0.01 0.11
H 0.155 1.851 0.983 0.00 0.07 0.41 0.14
H -0.843 2.405 3.773 -0.02 -0.06 -0.03 0.11
H -0.960 3.466 2.352 -0.02 -0.07 -0.03 0.10
H 0.606 3.146 3.089 0.03 -0.09 -0.05 0.11
H -1.802 -0.090 -0.439 0.05 0.01 0.03 0.13
H -0.281 -0.622 0.273 -0.05 0.07 -0.03 0.09
H -0.810 1.871 -1.113 0.00 -0.12 0.08 0.13
H 1.795 0.688 -0.808 -0.02 -0.07 -0.07 0.13
H 0.612 -0.139 -1.843 0.06 0.10 0.09 0.12
H 1.344 2.818 -2.111 0.07 -0.08 -0.05 0.16
H -0.066 1.299 -3.975 -0.05 0.01 0.05 0.11
H 3.257 1.527 -2.893 -0.03 -0.02 -0.08 0.12
H 2.351 2.137 -4.292 0.04 -0.05 0.16 0.14
H 0.795 -1.998 -4.201 -0.11 0.03 -0.08 0.13
H 0.801 -3.847 -2.571 -0.10 -0.09 0.00 0.12
H 3.179 -4.275 0.203 -0.07 -0.06 -0.03 0.14
H 1.622 -4.826 -0.467 0.08 0.01 0.04 0.13
H 4.127 -2.052 -0.580 0.08 0.02 0.11 0.13
H 4.120 -0.224 -2.191 0.05 0.09 0.01 0.12
H -0.926 -1.095 2.540 0.11 0.07 0.07 0.09
H -1.883 0.057 3.491 0.04 0.04 0.12 0.13
H -3.235 -1.855 2.813 0.06 -0.08 -0.05 0.12
H -2.851 -1.589 1.118 -0.01 -0.11 -0.07 0.12
H -5.075 -0.655 1.636 -0.07 0.01 0.06 0.12
H -4.393 0.317 2.937 -0.05 0.02 0.08 0.12
H -4.670 1.709 0.928 0.02 0.02 -0.09 0.12
H -3.749 0.566 -0.035 -0.04 0.01 -0.09 0.11
H -2.790 2.177 2.355 0.07 0.13 0.02 0.12
H -2.354 2.507 0.668 0.04 0.17 0.05 0.12
```
Forces are in eV/Å.

Values from the calculation:
- energy relative to the best compared isomer or geometry (same formula, charge and spin) (kcal/mol) = 21.9
- gap between HOMO and LUMO (hartree) = 0.3465
- charge = +1
- structure (SMILES) = C[NH+](C)C1(CNC[C@H](O)COc2ccc(CC#N)cc2)CCCCC1

---

# 4
The following is a DFT calculation (the ωB97M-V functional and the def2-TZVPD basis) of a cluster of 2 separate species, C14H16O in total.

```
31
Properties=species:S:1:pos:R:3:forces:R:3:lowdin_charge:R:1
C -0.728 0.456 -3.478 0.10 -0.52 0.23 -0.05
C 0.188 0.937 -2.375 -0.50 -0.06 -0.16 -0.29
C -0.216 1.915 -1.463 0.31 -0.33 0.04 -0.05
C 0.659 2.337 -0.477 -0.45 0.02 0.26 -0.04
C 1.922 1.778 -0.370 0.62 0.85 -0.10 -0.35
O 2.807 2.235 0.578 -0.03 0.21 0.26 0.03
C 2.371 0.846 -1.292 -0.82 0.37 -0.26 0.00
C 1.459 0.406 -2.253 0.58 -0.01 0.09 -0.05
H -0.387 -0.499 -3.893 0.06 0.18 0.10 0.08
H -0.813 1.147 -4.308 0.08 0.32 -0.11 0.07
H -1.728 0.281 -3.100 -0.30 0.04 0.10 0.07
H -1.230 2.288 -1.459 -0.05 0.17 -0.22 0.12
H 0.346 3.095 0.243 0.04 -0.18 -0.11 0.12
H 2.444 3.007 1.052 0.09 -0.58 -0.41 0.11
H 3.414 0.602 -1.362 0.19 -0.43 0.35 0.12
H 1.766 -0.375 -2.937 0.07 0.09 -0.14 0.11
C -2.191 -1.871 0.134 0.15 0.17 -0.03 -0.05
C -1.278 -1.473 1.274 -0.59 -0.88 -0.14 -0.27
C -0.220 -0.621 1.078 0.62 0.50 0.71 -0.04
C 0.591 -0.229 2.153 -0.46 -0.75 -0.76 -0.07
C 0.423 -0.846 3.374 0.16 0.29 0.22 -0.10
C -0.565 -1.815 3.539 -0.02 -0.12 0.65 -0.10
C -1.460 -2.091 2.531 0.51 0.30 -1.00 -0.05
H -2.251 -2.958 0.049 -0.10 0.07 -0.01 0.08
H -1.843 -1.472 -0.821 0.12 -0.03 0.05 0.06
H -3.194 -1.470 0.283 -0.09 -0.11 0.08 0.08
H 0.087 -0.243 0.117 -0.50 0.01 -0.35 0.08
H 1.378 0.454 1.893 0.34 0.24 0.51 0.08
H 1.062 -0.586 4.206 0.09 -0.09 0.04 0.10
H -0.595 -2.372 4.476 -0.17 0.21 -0.15 0.10
H -2.216 -2.863 2.607 -0.06 0.07 0.25 0.11
```
Forces are in eV/Å.

Values from the calculation:
- energy relative to the best compared isomer or geometry (same formula, charge and spin) (kcal/mol) = 5.6
- gap between HOMO and LUMO (hartree) = 0.3460
- structure (SMILES) = Cc1ccc(O)cc1.Cc1ccccc1

---

# 5
The following is a DFT calculation (the ωB97M-V functional and the def2-TZVPD basis) of an isolated molecule of C3H10N2.

```
15
Properties=species:S:1:pos:R:3:forces:R:3:lowdin_charge:R:1
C -0.395 -1.409 -0.903 -0.58 0.33 -0.13 -0.08
C -0.406 -0.225 0.052 0.05 -0.44 0.31 -0.48
N 0.050 -0.565 1.405 0.22 -0.13 0.06 0.02
C 0.400 0.936 -0.481 -0.10 1.16 -0.01 -0.27
N 0.182 2.135 0.362 -0.31 -0.76 0.04 -0.01
H -0.860 -1.120 -1.850 0.22 -0.06 -0.08 0.08
H -1.011 -2.205 -0.496 0.04 -0.25 0.10 0.07
H 0.609 -1.778 -1.077 0.25 -0.10 -0.09 0.07
H -1.450 0.089 0.182 0.18 0.24 -0.18 0.14
H 0.912 -1.110 1.363 -0.18 0.16 0.01 0.08
H -0.642 -1.148 1.857 0.05 -0.03 0.08 0.07
H 1.476 0.739 -0.558 -0.08 -0.57 0.03 0.11
H 0.045 1.144 -1.493 0.04 0.06 -0.08 0.10
H 0.104 1.773 1.315 0.18 0.34 -0.15 0.05
H 0.986 2.743 0.322 0.03 0.06 0.07 0.05
```
Forces are in eV/Å.

Values from the calculation:
- energy relative to the best compared isomer or geometry (same formula, charge and spin) (kcal/mol) = 1.7
- gap between HOMO and LUMO (hartree) = 0.3732
- structure (SMILES) = C[C@@H](N)CN

---

# 6
The following is a DFT calculation (the ωB97M-V functional and the def2-TZVPD basis) of a cluster of 2 separate species, C5H11NO in total.

```
18
Properties=species:S:1:pos:R:3:forces:R:3:lowdin_charge:R:1
C -0.787 -1.488 2.795 -0.07 0.69 -0.51 0.01
C 0.147 -1.275 1.881 -0.38 -0.38 0.07 -0.18
C 0.005 -0.359 0.720 -1.37 1.12 -0.39 -0.23
N 0.511 -0.908 -0.542 1.62 -0.03 1.41 -0.03
C 0.822 -0.045 -1.566 -1.05 0.85 0.19 -0.27
C 1.978 0.023 -2.258 0.51 -0.97 0.56 -0.02
H -0.654 -2.130 3.650 -0.01 -0.07 0.03 0.05
H -1.701 -0.919 2.671 -0.26 -0.23 0.35 0.06
H 1.056 -1.827 1.950 0.81 -0.26 0.03 0.09
H 0.384 0.649 0.949 0.74 -0.35 -0.02 0.13
H -1.052 -0.096 0.557 -0.07 -0.42 0.13 0.12
H 1.234 -1.598 -0.360 0.06 0.04 -0.22 0.11
H 0.007 0.684 -1.612 -0.25 -0.36 -1.26 0.10
H 2.888 -0.211 -1.703 -0.14 -0.99 -0.24 0.03
H 2.073 -0.022 -3.331 -0.17 1.37 -0.14 0.03
O -2.002 3.033 -0.874 -0.68 0.31 0.24 -0.07
H -2.310 3.882 -1.220 0.36 -0.09 -0.18 0.04
H -2.732 2.821 -0.273 0.33 -0.26 -0.06 0.04
```
Forces are in eV/Å.

Values from the calculation:
- energy relative to the best compared isomer or geometry (same formula, charge and spin) (kcal/mol) = 80.3
- gap between HOMO and LUMO (hartree) = 0.3090
- structure (SMILES) = C=CCNC=C.O

---

no.,calculated total energy (eV),strongest force on any atom (hartree/bohr)
1,-19961.1979,0.00840
2,-12636.1548,0.10950
3,-29818.6682,0.01640
4,-16824.9924,0.02268
5,-6253.3559,0.02259
6,-8898.2134,0.04168